This record from the Open Molecules 2025 dataset describes 11 unconnected molecules or ions with the total composition C18H36Cl6F2N6O18 at a distorted geometry. The level of theory is the ωB97M-V functional and the def2-TZVPD basis.

Positions of all 86 atoms, in Å:
O (0.944, 6.153, 0.304)
C (0.920, 6.001, -0.901)
O (1.514, 6.700, -1.814)
C (1.256, 6.079, -3.106)
C (0.026, 5.235, -2.898)
F (0.336, 4.128, -3.524)
O (0.098, 5.109, -1.474)
H (1.062, 6.832, -3.870)
H (2.160, 5.571, -3.443)
H (-0.860, 5.645, -3.381)
O (0.491, -2.603, -2.157)
C (0.150, -1.729, -1.353)
O (0.283, -0.418, -1.592)
C (-0.188, 0.310, -0.521)
C (-0.194, -0.634, 0.677)
F (-1.380, -0.532, 1.345)
O (-0.293, -1.906, -0.042)
H (0.445, 1.187, -0.387)
H (-1.200, 0.645, -0.751)
H (0.607, -0.625, 1.417)
C (-0.107, 3.662, 4.952)
N (0.771, 2.652, 5.620)
O (1.425, 3.042, 6.545)
O (0.737, 1.472, 5.235)
H (-0.644, 3.141, 4.160)
H (0.581, 4.401, 4.541)
H (-0.710, 4.150, 5.717)
C (4.268, -5.911, -0.886)
N (3.691, -6.492, -2.086)
O (4.066, -6.029, -3.177)
O (2.870, -7.338, -1.908)
H (3.656, -5.059, -0.592)
H (5.308, -5.635, -1.062)
H (4.313, -6.621, -0.060)
C (6.001, 3.521, 1.284)
N (5.097, 2.778, 2.259)
O (5.078, 3.204, 3.430)
O (4.380, 1.814, 1.904)
H (6.881, 3.882, 1.816)
H (5.458, 4.370, 0.870)
H (6.192, 2.837, 0.457)
C (4.607, -0.987, -3.882)
N (4.233, 0.482, -3.863)
O (3.871, 0.910, -4.963)
O (4.347, 1.179, -2.840)
H (4.303, -1.436, -2.937)
H (5.680, -1.096, -4.044)
H (4.171, -1.380, -4.801)
C (4.364, -2.878, 4.631)
N (3.301, -3.901, 4.504)
O (3.144, -4.746, 5.378)
O (2.727, -3.936, 3.420)
H (5.194, -3.079, 3.954)
H (4.603, -2.881, 5.695)
H (3.817, -1.946, 4.488)
C (-5.781, 2.768, -0.402)
N (-4.928, 3.672, 0.400)
O (-5.236, 4.865, 0.391)
O (-3.964, 3.294, 1.066)
H (-5.933, 3.337, -1.319)
H (-6.716, 2.521, 0.100)
H (-5.139, 1.910, -0.604)
Cl (-3.109, -8.000, -1.373)
C (-2.557, -6.316, -1.467)
C (-3.631, -5.193, -1.269)
Cl (-4.306, -4.657, -2.821)
H (-2.052, -6.269, -2.431)
H (-1.787, -6.232, -0.700)
H (-3.287, -4.330, -0.700)
H (-4.463, -5.633, -0.719)
Cl (-8.025, 0.591, 4.016)
C (-6.542, -0.036, 4.761)
C (-6.267, 0.495, 6.172)
Cl (-5.719, 2.183, 6.209)
H (-5.695, 0.143, 4.098)
H (-6.704, -1.109, 4.867)
H (-5.577, -0.155, 6.709)
H (-7.201, 0.346, 6.713)
Cl (-1.692, -0.813, -8.007)
C (-1.824, -1.096, -6.283)
C (-2.978, -0.426, -5.532)
Cl (-3.206, 1.291, -5.937)
H (-0.915, -0.807, -5.756)
H (-1.879, -2.178, -6.159)
H (-2.835, -0.555, -4.459)
H (-3.903, -0.904, -5.856)

As for the gap between HOMO and LUMO: 10.372 eV. The HOMO energy comes out at -10.63 eV. The calculation puts the LUMO energy at -0.258 eV. As for the SMILES: O=C1OC[C@@H](F)O1.O=C1OC[C@@H](F)O1.C[N+](=O)[O-].C[N+](=O)[O-].C[N+](=O)[O-].C[N+](=O)[O-].C[N+](=O)[O-].C[N+](=O)[O-].ClCCCl.ClCCCl.ClCCCl. As for the multiplicity: 1. Its net charge is 0.